(1)
Here is a structure of composition C6H11N2P in a non-equilibrium geometry from OMol25. Energies are from wB97M-V/def2-TZVPD.

CARTESIAN COORDINATES (ANGSTROEM)
C -0.19146 -1.62409 -2.73946
C 0.06190 -1.51784 -1.40655
C -0.28263 -0.42371 -0.58205
C -1.46665 0.45548 -0.87076
C 1.30559 1.80106 1.80897
C 0.07390 0.82655 1.38848
N 1.25464 -2.47248 -0.37913
N 0.38957 -0.22637 0.47345
P 1.37968 -1.74941 0.99464
H 0.11641 -2.46255 -3.44115
H -0.98230 -1.03666 -3.23713
H -2.09128 0.79529 0.00231
H -1.11991 1.38580 -1.44133
H -2.20871 0.05114 -1.62886
H 2.03996 1.20116 2.36226
H 1.71515 2.48510 1.16487
H 0.82936 2.47723 2.46577
H -0.61723 1.48501 0.93651
H -0.32262 0.44568 2.34072
H 0.11662 -1.89639 1.78843

Total charge: 0

***

(2)
Here is the ion C6H11N4 with charge +1 in a non-equilibrium geometry from OMol25. Energies are from wB97M-V/def2-TZVPD.

CARTESIAN COORDINATES (ANGSTROEM)
C -2.23116 -0.23805 0.79206
C -2.95941 0.28356 -0.34217
C -0.92213 -0.33042 0.41084
C 1.46630 0.10021 0.50851
C 1.48544 0.17439 -1.03809
C -1.00884 -0.10788 -1.14181
N -2.25233 0.46961 -1.39093
N 0.29255 -0.58081 0.93137
N 0.42557 -0.80734 2.35537
N 0.11694 0.73031 -1.62744
H -2.51614 -0.07678 1.85612
H -4.11725 0.48806 -0.33475
H 2.33464 -0.45407 0.85129
H 1.39536 1.15289 0.86594
H 2.32641 0.94806 -1.48767
H 1.70791 -0.80237 -1.56653
H -1.09783 -1.07413 -1.61617
H -0.40130 -1.44759 2.58838
H 0.40112 0.15882 2.76768
H -0.00003 1.69401 -1.37995
H 0.11792 0.82136 -2.62260

Total charge: +1

***

(3)
Here is a cluster of 2 separate species, C6H11N5O in total in a non-equilibrium geometry from OMol25. Energies are from wB97M-V/def2-TZVPD.

CARTESIAN COORDINATES (ANGSTROEM)
C -1.85621 0.17816 -0.04186
C -2.88463 -0.82206 0.08111
C 1.41000 1.08334 0.96444
C 0.65797 -0.02372 -0.96021
C 1.43397 -0.30047 0.28321
C 2.86168 -0.72439 -0.09058
N -2.34504 1.29954 0.35741
N -3.96172 -0.24962 0.55184
N 1.10101 2.04871 -0.10148
N 0.77583 1.28317 -1.22861
N -2.79888 -2.13304 -0.30558
O -3.65937 1.06568 0.72874
H 0.65730 1.11575 1.75410
H 2.38244 1.33620 1.39083
H 0.44723 -0.72757 -1.73920
H 0.97787 -1.07434 0.89894
H 2.84285 -1.59992 -0.73560
H 3.43141 -0.96601 0.80331
H 3.36250 0.08450 -0.61769
H 0.30523 2.63102 0.15876
H 0.26472 1.75038 -1.96144
H -1.87587 -2.52836 -0.24499
H -3.53030 -2.72692 0.05455

Total charge: 0

***

(4)
Here is the ion C6H11N5O with charge +2 in a non-equilibrium geometry from OMol25. Energies are from wB97M-V/def2-TZVPD.

CARTESIAN COORDINATES (ANGSTROEM)
C 2.02768 0.90722 0.67183
C -1.79413 1.90489 0.13172
C -1.00988 -0.35977 -0.36585
C 0.33719 0.20640 -0.77573
C 0.52241 1.79890 -0.61885
C 1.88522 -1.54246 0.33101
N 1.59970 2.01163 0.27084
N 1.39024 -0.21455 0.22641
N -2.01442 0.56266 0.12858
N -0.72586 2.49595 -0.18656
N -1.35765 -1.60783 -0.46615
O -3.09212 -0.01709 0.63741
H 2.95104 0.74797 1.31335
H -2.60321 2.57614 0.48798
H 0.49462 -0.23144 -1.75328
H 0.82069 2.02951 -1.71068
H 1.82708 -2.09654 1.32294
H 1.32546 -2.09011 -0.39482
H 3.03098 -1.71506 0.18202
H -0.53264 3.49456 -0.19246
H -0.87968 -2.35865 -0.86018
H -2.10408 -1.98322 -0.04774
H -3.58542 0.53670 1.33105

Total charge: +2

***

(5)
Here is the molecule C6H11NO in a non-equilibrium geometry from OMol25. Energies are from wB97M-V/def2-TZVPD.

CARTESIAN COORDINATES (ANGSTROEM)
C -1.13475 0.90393 0.57244
C -1.81896 -0.07369 -0.41552
C -0.09967 -1.47514 0.37996
C 1.05431 -0.36961 0.66534
C 2.27083 -0.09154 -0.33811
C 0.05702 1.69954 -0.02828
H -0.98386 0.28664 1.38437
H -2.29632 1.42395 0.94936
H -2.49151 -0.50387 0.31438
H -2.47594 0.43973 -1.20688
H -0.39381 -1.66473 1.49170
H 0.29681 -2.57803 0.25477
H 1.24516 0.12293 1.71283
H 2.48043 -0.76856 -1.01354
H 3.40519 0.28825 -0.02271
H 0.80991 2.33132 0.58280
H -0.16952 2.29647 -1.00719
N 0.83456 0.45174 -0.49193
O -0.90514 -1.04965 -0.62642

Total charge: 0

***

(6)
Here is the molecule C6H11NO in a non-equilibrium geometry from OMol25. Energies are from wB97M-V/def2-TZVPD.

CARTESIAN COORDINATES (ANGSTROEM)
C 2.12412 -0.45042 -0.07330
C 0.81305 0.12577 -0.57387
C 0.27121 1.50766 0.13460
C -1.42808 0.45545 -0.45768
C -1.76455 -1.01587 -0.45307
C -0.39313 -0.62892 -0.08476
H 1.88070 -0.50358 0.97377
H 3.06738 0.06149 -0.38350
H 2.02677 -1.60903 -0.35792
H 0.68892 0.32736 -1.63729
H 0.49727 2.32200 -0.64564
H 0.78690 1.84585 1.06795
H -1.43897 0.81357 -1.53444
H -2.01068 -1.27897 -1.44651
H -2.20404 -1.45499 0.40101
H -0.65011 0.19666 1.78035
H -0.83740 -1.49080 1.52183
N -0.32689 -0.68737 1.28754
O -1.10248 1.46416 0.48093

Total charge: 0

***

What did we get for E_tot? Answer: -18664.648; -12351.361; -15892.479; -15877.597; -9930.605; -9932.569 eV, in the order shown.
What did we get for energy above the lowest of the compared OMol25 structures with the same formula, charge and spin? Answer: 3.051; 3.105; 4.352; 2.899; 7.849; 5.885 eV, in the order shown.